Molecular formula: C42H117N9O12
Method: DFT, ωB97M-V/def2-TZVPD

Atoms and positions in Å:
C (-2.54, -1.07, 12.85)
C (-3.61, -2.14, 13.05)
C (-3.09, -3.55, 12.71)
O (-2.67, -3.69, 11.34)
C (-2.26, -5.08, 11.17)
N (-4.17, -1.99, 14.38)
H (-2.18, -1.16, 11.83)
H (-1.73, -1.15, 13.57)
H (-2.87, -0.04, 13.02)
H (-4.39, -2.01, 12.30)
H (-3.87, -4.28, 12.93)
H (-2.22, -3.79, 13.31)
H (-2.99, -5.88, 11.29)
H (-1.31, -5.26, 11.67)
H (-1.97, -5.17, 10.13)
H (-4.53, -2.87, 14.71)
H (-3.42, -1.80, 15.03)
C (-9.61, 1.03, 20.74)
C (-8.43, 0.08, 20.62)
C (-7.28, 0.66, 19.72)
O (-7.73, 1.12, 18.44)
C (-6.74, 1.77, 17.65)
N (-7.97, -0.28, 21.98)
H (-9.52, 1.91, 21.38)
H (-10.53, 0.57, 21.10)
H (-9.77, 1.37, 19.72)
H (-8.82, -0.80, 20.11)
H (-6.55, -0.15, 19.61)
H (-6.81, 1.44, 20.32)
H (-5.93, 1.07, 17.42)
H (-6.39, 2.68, 18.13)
H (-7.26, 2.12, 16.76)
H (-8.64, -0.57, 22.68)
H (-7.69, 0.57, 22.46)
C (-1.63, 6.27, 14.19)
C (-0.11, 6.26, 13.79)
C (0.12, 5.66, 12.39)
O (1.41, 5.88, 11.93)
C (1.69, 5.54, 10.58)
N (0.20, 7.70, 13.80)
H (-1.70, 6.54, 15.24)
H (-2.05, 5.26, 14.16)
H (-2.28, 6.98, 13.69)
H (0.53, 5.83, 14.55)
H (-0.60, 6.15, 11.73)
H (-0.02, 4.59, 12.32)
H (2.72, 5.86, 10.39)
H (0.95, 6.04, 9.96)
H (1.56, 4.48, 10.36)
H (-0.40, 8.28, 13.23)
H (0.99, 7.57, 13.19)
C (-0.01, 1.37, 10.27)
C (-0.84, 2.10, 9.23)
C (-1.70, 3.18, 9.88)
O (-2.73, 2.78, 10.79)
C (-3.75, 1.96, 10.29)
N (0.11, 2.62, 8.22)
H (0.47, 0.53, 9.77)
H (-0.65, 0.88, 11.01)
H (0.70, 1.94, 10.86)
H (-1.48, 1.38, 8.72)
H (-2.08, 3.79, 9.07)
H (-1.10, 3.95, 10.37)
H (-4.37, 1.81, 11.18)
H (-3.40, 1.01, 9.88)
H (-4.31, 2.52, 9.54)
H (-0.36, 3.28, 7.63)
H (0.58, 1.90, 7.68)
C (-2.13, -2.72, 19.08)
C (-2.73, -2.14, 17.83)
C (-2.83, -0.59, 17.81)
O (-3.60, -0.08, 18.85)
C (-3.59, 1.37, 18.93)
N (-1.94, -2.60, 16.75)
H (-1.07, -2.49, 19.02)
H (-2.26, -3.79, 18.94)
H (-2.60, -2.37, 20.01)
H (-3.76, -2.49, 17.76)
H (-3.22, -0.30, 16.84)
H (-1.85, -0.12, 17.84)
H (-4.20, 1.69, 19.78)
H (-3.92, 1.82, 18.00)
H (-2.59, 1.72, 19.21)
H (-1.71, -3.59, 16.82)
H (-1.05, -2.13, 16.81)
C (-3.84, 6.59, 9.54)
C (-3.91, 6.43, 11.12)
C (-4.89, 7.45, 11.76)
O (-4.49, 8.84, 11.50)
C (-5.46, 9.77, 12.02)
N (-4.25, 5.03, 11.40)
H (-3.46, 7.58, 9.31)
H (-4.79, 6.55, 9.02)
H (-3.22, 5.82, 9.07)
H (-2.92, 6.65, 11.52)
H (-4.94, 7.28, 12.83)
H (-5.88, 7.27, 11.35)
H (-6.35, 9.89, 11.40)
H (-4.97, 10.74, 12.07)
H (-5.70, 9.59, 13.07)
H (-4.32, 4.97, 12.40)
H (-3.53, 4.41, 11.05)
C (-8.95, 6.84, 14.78)
C (-7.46, 6.71, 15.20)
C (-7.11, 7.89, 16.20)
O (-5.81, 7.82, 16.78)
C (-4.74, 8.23, 15.92)
N (-7.24, 5.39, 15.86)
H (-9.62, 7.15, 15.58)
H (-9.22, 5.91, 14.28)
H (-8.91, 7.60, 14.00)
H (-6.80, 6.87, 14.34)
H (-7.76, 7.79, 17.08)
H (-7.26, 8.90, 15.83)
H (-4.58, 7.49, 15.14)
H (-3.86, 8.18, 16.57)
H (-4.90, 9.20, 15.45)
H (-6.59, 5.51, 16.62)
H (-8.08, 5.12, 16.36)
C (-3.85, 5.50, 18.19)
C (-4.24, 6.19, 19.46)
C (-3.44, 5.64, 20.67)
O (-3.65, 4.25, 20.89)
C (-3.12, 3.80, 22.16)
N (-4.00, 7.63, 19.40)
H (-4.04, 4.43, 18.27)
H (-2.83, 5.81, 17.96)
H (-4.46, 5.85, 17.35)
H (-5.29, 5.91, 19.50)
H (-3.62, 6.22, 21.57)
H (-2.35, 5.69, 20.55)
H (-3.18, 4.62, 22.88)
H (-2.04, 3.65, 22.04)
H (-3.67, 2.95, 22.55)
H (-3.00, 7.78, 19.37)
H (-4.39, 8.04, 18.56)
C (-0.24, 0.99, 14.44)
C (1.28, 1.27, 14.63)
C (1.80, 2.60, 14.04)
O (3.23, 2.74, 14.23)
C (3.68, 3.80, 13.49)
N (1.55, 1.26, 16.08)
H (-0.58, 0.16, 15.06)
H (-0.40, 0.74, 13.39)
H (-0.91, 1.80, 14.72)
H (1.91, 0.44, 14.32)
H (1.30, 3.42, 14.55)
H (1.54, 2.66, 12.98)
H (4.69, 3.97, 13.85)
H (3.08, 4.69, 13.64)
H (3.81, 3.56, 12.44)
H (1.29, 2.11, 16.57)
H (2.54, 1.17, 16.29)
C (-8.19, 4.23, 11.67)
C (-7.32, 3.44, 10.72)
O (-6.46, 4.27, 9.97)
H (-8.66, 3.55, 12.38)
H (-9.00, 4.65, 11.07)
H (-7.74, 5.03, 12.27)
H (-7.88, 2.86, 9.99)
H (-6.76, 2.66, 11.22)
H (-5.76, 4.52, 10.58)
C (-3.87, 2.38, 14.60)
C (-5.17, 3.29, 14.42)
O (-4.91, 4.65, 14.57)
H (-3.09, 2.59, 13.86)
H (-4.10, 1.33, 14.44)
H (-3.49, 2.36, 15.62)
H (-5.82, 2.94, 15.22)
H (-5.69, 2.97, 13.52)
H (-5.74, 4.98, 14.92)
C (-7.98, 0.96, 13.90)
C (-7.05, -0.13, 14.42)
O (-6.01, -0.24, 13.49)
H (-7.46, 1.86, 13.60)
H (-8.73, 1.21, 14.66)
H (-8.53, 0.55, 13.05)
H (-7.68, -0.99, 14.63)
H (-6.64, 0.24, 15.36)
H (-5.36, -0.82, 13.90)

Output
**2S+1**: 2
**LUMO level (spin up / spin down)**: 0.0741 / 0.0731 Eh
**Gap between HOMO and LUMO (spin up / spin down)**: 1.2 / 9.1 eV
**Electronic energy**: -83424.3190 eV
**Charge**: -1

Here are the Mulliken charges for atoms 1 to 2, given in e: -1.23 0.64